w | Here is a cluster of 2 separate species, C14H16O2 in total from OMol25. Energies are from the ωB97M-V functional and the def2-TZVPD basis.

```
32
Properties=species:S:1:pos:R:3:nbo_charge:R:1
C 1.3307 2.2584 -2.3087 -0.62
C 0.6717 2.4401 -0.9710 -0.06
C -0.3917 1.5761 -0.6537 -0.17
C -0.8955 1.4420 0.6113 -0.26
C -0.2569 2.1783 1.6143 0.30
O -0.9045 2.1607 2.8337 -0.68
C 0.7808 3.0431 1.3521 -0.29
C 1.2873 3.1109 0.0564 -0.19
H 2.0197 1.4371 -2.2719 0.22
H 1.8049 3.1601 -2.6951 0.22
H 0.5755 1.9566 -3.0441 0.21
H -0.7799 1.1094 -1.5521 0.20
H -1.7022 0.7715 0.8436 0.23
H -0.3444 2.5506 3.5237 0.47
H 1.1734 3.5545 2.2151 0.20
H 2.1290 3.7676 -0.1078 0.21
C -0.7141 -2.6266 -2.3845 -0.62
C -0.5674 -2.6044 -0.8733 -0.04
C 0.6928 -2.6361 -0.2987 -0.19
C 0.8555 -2.3589 1.0517 -0.28
C -0.2545 -1.9903 1.7944 0.29
O -0.1458 -1.7341 3.1533 -0.68
C -1.5183 -1.9775 1.2489 -0.26
C -1.6820 -2.3317 -0.0770 -0.19
H -0.9907 -3.6057 -2.7711 0.22
H 0.2347 -2.2968 -2.7913 0.21
H -1.4682 -1.9139 -2.7360 0.21
H 1.5130 -2.7756 -1.0050 0.21
H 1.8287 -2.4470 1.5141 0.21
H 0.6750 -1.2509 3.3056 0.48
H -2.2822 -1.6527 1.9335 0.23
H -2.6744 -2.3150 -0.5107 0.21
```

Its SMILES is Cc1ccc(O)cc1.Cc1ccc(O)cc1. Its HOMO energy is -8.342 eV. The LUMO energy is 0.68 eV. As for the total charge: 0. The HOMO-LUMO gap comes out at 9.02 eV.



x | Here is a cluster of 2 separate species, C14H16O2 in total from OMol25. Energies are from the ωB97M-V functional and the def2-TZVPD basis.

```
32
Properties=species:S:1:pos:R:3:nbo_charge:R:1
C -2.1079 0.7611 -2.2518 -0.64
C -1.5126 1.4406 -1.1100 -0.05
C -2.0167 1.3218 0.2017 -0.19
C -1.2944 1.8273 1.2489 -0.23
C -0.1852 2.5986 1.0008 0.24
O 0.2050 3.3489 2.1010 -0.69
C 0.3016 2.8245 -0.2754 -0.25
C -0.3906 2.2212 -1.3424 -0.21
H -1.3823 0.2162 -2.8953 0.22
H -2.4007 1.4239 -3.0730 0.23
H -2.9610 0.1034 -2.0183 0.22
H -2.8103 0.5145 0.3552 0.22
H -1.5485 1.7348 2.3687 0.24
H 0.8926 2.7943 2.4991 0.47
H 1.0829 3.5418 -0.5736 0.23
H 0.0398 2.2303 -2.3497 0.21
C 0.2359 -2.4052 -1.8729 -0.63
C 0.6122 -2.0778 -0.4634 -0.04
C 0.6118 -0.7372 -0.0510 -0.19
C 1.0599 -0.3552 1.1899 -0.28
C 1.4531 -1.3586 2.0546 0.35
O 1.8041 -0.9216 3.3099 -0.73
C 1.3923 -2.7088 1.7434 -0.29
C 1.0509 -3.0490 0.4231 -0.19
H 1.0607 -2.6239 -2.5229 0.22
H -0.3161 -1.5668 -2.2844 0.22
H -0.2642 -3.3737 -1.9341 0.22
H 0.3632 0.0843 -0.8347 0.22
H 1.2232 0.7109 1.4476 0.21
H 2.7500 -0.9866 3.5090 0.48
H 1.8459 -3.4725 2.3643 0.22
H 1.2056 -4.0614 0.0357 0.21
```

Its SMILES is Cc1ccc(O)cc1.Cc1ccc(O)cc1. Its HOMO energy is -8.540 eV. The LUMO energy is 0.72 eV. As for the total charge: 0. The HOMO-LUMO gap comes out at 9.26 eV.



Pick w: it beats the second-best structure by 101.7 kJ/mol.



w | Here is a structure of composition C5H12O2SSi from OMol25. Energies are from the ωB97M-V functional and the def2-TZVPD basis.

```
21
Properties=species:S:1:pos:R:3:lowdin_spin:R:1
C 3.3542 -1.1715 0.1070 0.09
C 2.9578 -0.4680 -0.8807 0.66
C -1.2843 -0.3263 -1.7064 0.03
C -2.0687 1.8793 0.7079 0.05
C -1.2991 -1.1614 1.3116 0.02
O 1.2738 2.0869 -0.8400 0.19
O 1.4551 0.9402 1.3522 0.28
Si -1.1006 0.2130 0.1347 0.20
S 1.1810 0.9037 -0.0821 0.37
H 4.1260 -1.9462 0.0606 0.03
H 2.6425 -1.1566 0.9752 0.02
H 3.1730 -0.3814 -1.9112 0.05
H -2.3320 -0.6085 -2.0294 0.01
H -0.9963 0.2967 -2.5093 0.00
H -0.6392 -1.1672 -1.7850 0.00
H -1.4959 2.7453 1.0482 0.00
H -2.6586 2.1851 -0.2118 0.00
H -2.6988 1.5200 1.5353 0.00
H -2.0889 -1.9246 1.3314 0.00
H -0.3165 -1.6961 1.0868 0.00
H -1.1844 -0.7625 2.3051 0.00
```

Its spin multiplicity is 3. Its HOMO energy (spin up / spin down) is -6.168 / -10.489 eV. The LUMO energy (spin up / spin down) is 0.72 / -2.09 eV. As for the total charge: 0. The HOMO-LUMO gap (spin up / spin down) comes out at 6.89 / 8.40 eV.



x | Here is a structure of composition C5H12O2SSi from OMol25. Energies are from the ωB97M-V functional and the def2-TZVPD basis.

```
21
Properties=species:S:1:pos:R:3:lowdin_spin:R:1
C 0.1598 0.4680 1.4407 0.03
C 1.6290 0.5278 1.1000 0.16
C 0.6550 -0.4552 -1.4182 0.53
C -2.0203 0.7832 -0.8541 0.07
C -1.0690 -2.1542 0.6052 0.08
O 1.0151 2.1456 -0.8883 0.11
O 3.0132 0.8021 -1.1643 0.34
Si -0.7784 -0.3974 0.0368 0.21
S 1.6567 0.8922 -0.7187 0.22
H -0.0847 0.2586 2.3958 0.01
H -0.1703 1.5411 1.3064 0.00
H 2.0641 1.3913 1.7780 0.02
H 2.2546 -0.4267 1.1858 0.01
H 1.1845 -1.3032 -1.6501 0.07
H 0.4465 0.1338 -2.2977 0.04
H -1.4365 1.5499 -1.4812 0.01
H -2.8252 0.2302 -1.3399 0.01
H -2.6130 1.4578 -0.2439 0.01
H -1.3275 -2.7622 -0.1545 0.03
H -0.0528 -2.4868 0.8748 0.02
H -1.7005 -2.1958 1.4873 0.01
```

Its spin multiplicity is 3. Its HOMO energy (spin up / spin down) is -2.817 / -11.080 eV. The LUMO energy (spin up / spin down) is 0.74 / -4.84 eV. As for the total charge: 0. The HOMO-LUMO gap (spin up / spin down) comes out at 3.56 / 6.24 eV.



Pick w: it beats the second-best structure by 255.5 kJ/mol.



w | Here is a structure of composition C5H10OS2 from OMol25. Energies are from the ωB97M-V functional and the def2-TZVPD basis.

```
18
Properties=species:S:1:pos:R:3:nbo_charge:R:1
C 0.2438 -1.0327 -0.9421 0.08
C 0.2644 -2.2636 -1.6066 -0.04
O -0.5328 -0.4205 -1.7742 -0.49
C -0.4166 -1.4432 0.8817 -0.64
S -0.9538 -0.3414 2.1890 0.10
S 2.1136 1.8008 -0.1217 -0.08
C 0.6150 2.0997 0.8605 -0.57
C -0.6842 1.7616 0.1809 -0.64
H 1.2292 -0.6746 -0.6605 0.27
H -0.5438 -2.3915 -2.3241 0.24
H 1.2959 -2.6967 -1.6110 0.20
H -1.2202 -2.1430 0.7799 0.22
H 0.5136 -1.9496 1.2141 0.21
H 0.5994 3.1546 1.1845 0.22
H 0.7962 1.4482 1.7260 0.25
H -1.5548 2.1962 0.7330 0.21
H -0.7306 2.1589 -0.8171 0.22
H -1.0345 0.7369 0.1076 0.22
```

Its HOMO energy is -7.417 eV. The LUMO energy is -3.58 eV. As for the total charge: 0. The HOMO-LUMO gap comes out at 3.84 eV.



x | Here is a cluster of 2 separate species, C5H10OS2 in total from OMol25. Energies are from the ωB97M-V functional and the def2-TZVPD basis.

```
18
Properties=species:S:1:pos:R:3:nbo_charge:R:1
C 1.5985 3.7426 -2.8623 0.04
C 1.0777 1.6706 0.7952 -0.47
C -1.3872 -2.1606 1.5338 -0.61
C -0.4452 -1.6321 0.4372 -0.42
C -0.3867 -0.2088 -0.1870 -0.55
O 2.8483 3.9582 -3.2284 -0.66
S 1.1648 2.5477 -1.8823 -0.06
S -0.3962 0.9720 1.1624 0.42
H 0.8721 4.2618 -3.3873 0.18
H 1.3943 2.2924 1.5901 0.13
H -0.9950 -2.9807 2.1437 0.22
H -1.6153 -1.3145 2.2871 0.20
H -2.3832 -2.4962 1.0778 0.20
H -0.5784 -2.4395 -0.3977 0.21
H 0.5418 -1.9164 0.9518 0.20
H 0.4951 -0.0303 -0.6452 0.25
H -1.1341 -0.2394 -0.8973 0.22
H 3.5394 3.6294 -2.6443 0.50
```

Its HOMO energy is -8.099 eV. The LUMO energy is -0.10 eV. As for the total charge: 0. The HOMO-LUMO gap comes out at 8.00 eV.



Pick x: it beats the second-best structure by 518.7 kJ/mol.



w | Here is an isolated molecule of C3H6N4S from OMol25. Energies are from the ωB97M-V functional and the def2-TZVPD basis.

```
14
Properties=species:S:1:pos:R:3:nbo_charge:R:1
C 0.4682 -0.3476 -0.2319 -0.24
C 0.7376 0.8453 0.8618 -0.50
C -1.1938 1.2045 -0.7387 -0.17
N -2.6574 0.8132 0.5765 -0.16
N -2.6380 -0.3758 0.4640 0.02
N -1.8874 -0.9448 -0.3937 -0.30
N -0.7149 -0.0981 -0.9166 -0.34
S 0.0709 2.3054 -0.1368 0.22
H 1.4484 -0.2425 -0.7179 0.22
H 0.4169 -1.4516 0.2460 0.20
H 0.1753 0.6026 1.6630 0.20
H 1.8069 1.0228 1.0705 0.23
H -1.7544 1.5973 -1.5925 0.22
H -1.5836 -1.8670 -0.4426 0.39
```

Its HOMO energy is -8.327 eV. The LUMO energy is 0.80 eV. As for the total charge: 0. The HOMO-LUMO gap comes out at 9.13 eV.



x | Here is an isolated molecule of C3H6N4S from OMol25. Energies are from the ωB97M-V functional and the def2-TZVPD basis.

```
14
Properties=species:S:1:pos:R:3:nbo_charge:R:1
H 0.4943 -3.1081 -0.2539 0.34
N 0.2078 -2.4390 0.4692 -0.70
C 0.0463 -1.2949 -0.0614 0.39
C 0.1907 -0.7612 -1.4300 -0.37
C 0.1474 0.5825 -1.3189 0.04
N 0.0620 1.0381 -0.0173 -0.12
N -0.7342 2.1530 0.2037 -0.63
N -0.2606 -0.1557 0.7289 -0.44
S 0.0921 -0.0491 2.3907 0.21
H 0.3146 -1.3309 -2.3446 0.24
H 0.1565 1.3208 -2.0896 0.23
H -0.4334 2.5683 1.0967 0.37
H -1.7025 1.8319 0.2464 0.35
H 1.4192 -0.3556 2.3801 0.10
```

Its SMILES is [H]/N=c1\ccn(N)n1S. Its HOMO energy is -8.391 eV. The LUMO energy is 0.72 eV. As for the total charge: 0. The HOMO-LUMO gap comes out at 9.11 eV.



Pick x: it beats the second-best structure by 221.5 kJ/mol.



w | Here is an isolated molecule of C2H5ClO3 from OMol25. Energies are from the ωB97M-V functional and the def2-TZVPD basis.

```
11
Properties=species:S:1:pos:R:3:nbo_charge:R:1
O -1.3431 -0.9737 -0.5426 -0.72
C -0.7506 -0.2990 0.4949 -0.11
C 0.7073 0.3104 -0.0971 0.55
O 1.2953 1.1158 0.7833 -0.70
O 0.4173 1.0005 -1.2601 -0.69
Cl 1.7030 -1.2207 -0.4686 -0.17
H -1.7186 -1.7171 -0.1994 0.49
H -0.6499 -0.9436 1.3972 0.18
H -1.3472 0.5236 1.0253 0.18
H 2.0145 1.7143 0.4332 0.51
H -0.3278 0.4896 -1.5662 0.49
```

Its SMILES is OCC(O)(O)Cl. Its HOMO energy is -10.436 eV. The LUMO energy is 0.61 eV. As for the total charge: 0. The HOMO-LUMO gap comes out at 11.05 eV.



x | Here is a cluster of 2 separate species, C2H5ClO3 in total from OMol25. Energies are from the ωB97M-V functional and the def2-TZVPD basis.

```
11
Properties=species:S:1:pos:R:3:nbo_charge:R:1
O 0.5848 0.9986 0.9358 -0.68
C 0.6795 -0.1383 0.1382 0.47
Cl 1.6261 0.2042 -1.3094 -0.06
C 0.9684 -1.4522 0.8133 -0.12
O -0.2029 -1.1368 0.0944 -0.46
H -0.2758 1.2486 0.6074 0.50
H 1.5942 -2.1260 0.4291 0.17
H 0.8795 -1.6819 1.7872 0.17
O -1.3192 1.3317 -1.0436 -0.97
H -2.1402 0.8530 -1.1311 0.49
H -1.3734 2.1457 -1.6171 0.49
```

Its SMILES is O[C@@]1(Cl)CO1.O. Its HOMO energy is -10.110 eV. The LUMO energy is 0.40 eV. As for the total charge: 0. The HOMO-LUMO gap comes out at 10.51 eV.



Pick w: it beats the second-best structure by 110.5 kJ/mol.